{"formula": "C19H35AlN3O5Si2", "method": "ωB97M-V/def2-TZVPD", "total_charge": 1, "total_energy_ev": -57334.14609, "lumo_ev": -3.914, "homo_lumo_gap_ev": 8.0, "symbols": ["Al", "O", "C", "O", "C", "C", "C", "C", "C", "N", "C", "O", "O", "H", "H", "H", "H", "C", "N", "C", "C", "O", "N", "C", "C", "H", "H", "H", "H", "H", "H", "H", "H", "H", "H", "H", "H", "C", "Si", "C", "C", "C", "Si", "C", "C", "C", "H", "H", "H", "H", "H", "H", "H", "H", "H", "H", "H", "H", "H", "H", "H", "H", "H", "H", "H"], "coordinates": [[0.681, -0.317, -0.130], [-0.861, 3.443, 1.374], [-0.433, 2.244, 1.046], [0.385, 2.007, 0.180], [-1.022, 1.127, 1.827], [-1.924, 1.211, 2.864], [-2.331, 0.020, 3.471], [-1.824, -1.191, 3.031], [-0.925, -1.181, 1.975], [-0.551, -0.047, 1.399], [-0.251, -2.407, 1.366], [-0.436, -3.498, 1.837], [0.502, -2.083, 0.354], [-0.448, 4.110, 0.803], [-2.295, 2.171, 3.190], [-3.040, 0.050, 4.287], [-2.100, -2.138, 3.473], [5.387, -1.764, 0.394], [4.163, -1.164, 0.919], [3.381, -1.994, 1.836], [3.584, -0.096, 0.369], [2.319, 0.060, 0.495], [4.300, 0.840, -0.269], [3.631, 1.813, -1.123], [5.676, 1.174, 0.084], [5.200, -2.823, 0.224], [6.220, -1.662, 1.090], [5.647, -1.316, -0.560], [4.071, -2.634, 2.380], [2.660, -2.613, 1.302], [2.855, -1.365, 2.553], [2.699, 1.409, -1.504], [4.284, 2.042, -1.964], [3.420, 2.734, -0.576], [5.972, 0.669, 0.997], [5.731, 2.249, 0.258], [6.372, 0.918, -0.716], [-2.519, -1.439, -1.488], [-1.590, -0.044, -2.343], [-1.971, -0.075, -4.182], [-2.299, 1.571, -1.661], [0.262, -0.152, -2.008], [1.140, -1.454, -3.047], [1.455, -0.799, -4.780], [0.172, -3.060, -3.113], [2.828, -1.860, -2.300], [-3.594, -1.308, -1.634], [-2.342, -1.464, -0.409], [-2.249, -2.421, -1.880], [-3.033, 0.120, -4.350], [-1.742, -1.044, -4.632], [-1.404, 0.685, -4.724], [-3.308, 1.708, -2.058], [-1.709, 2.443, -1.952], [-2.397, 1.562, -0.571], [0.663, 0.817, -2.342], [0.538, -0.728, -5.368], [2.138, -1.466, -5.313], [1.913, 0.194, -4.765], [-0.758, -2.957, -3.676], [-0.069, -3.431, -2.115], [0.770, -3.825, -3.615], [3.472, -0.978, -2.223], [3.343, -2.574, -2.948], [2.731, -2.325, -1.312]], "atomic_forces_ev_per_a": [[0.1, -0.2, -0.1], [-0.1, 0.0, 0.1], [0.1, 0.1, -0.1], [0.0, 0.0, 0.0], [-0.1, -0.1, 0.1], [0.0, 0.0, 0.0], [0.0, 0.0, 0.0], [0.0, 0.0, 0.0], [0.1, 0.0, 0.0], [0.0, 0.0, 0.1], [-0.1, 0.0, 0.0], [0.0, 0.0, 0.0], [0.0, 0.1, 0.0], [0.0, 0.0, 0.0], [0.0, 0.0, 0.0], [0.0, 0.0, 0.0], [0.0, 0.0, 0.0], [0.0, 0.0, 0.0], [0.0, -0.1, 0.0], [0.0, 0.0, 0.0], [0.0, 0.0, 0.0], [0.0, 0.1, 0.0], [0.0, 0.0, 0.0], [0.0, 0.0, 0.0], [0.0, 0.0, 0.0], [0.0, 0.0, 0.0], [0.0, 0.0, 0.0], [0.0, 0.0, 0.0], [0.0, 0.0, 0.0], [0.0, 0.0, 0.0], [0.0, 0.0, 0.0], [0.0, 0.0, 0.0], [0.0, 0.0, 0.0], [0.0, 0.0, 0.0], [0.0, 0.0, 0.0], [0.0, 0.0, 0.0], [0.0, 0.0, 0.0], [0.0, 0.0, -0.1], [0.0, 0.0, 0.0], [0.0, 0.0, 0.1], [0.0, -0.1, 0.0], [-0.1, 0.1, 0.0], [0.0, -0.1, 0.0], [0.0, -0.1, 0.1], [0.1, 0.1, -0.1], [0.0, 0.0, 0.0], [0.0, 0.0, 0.0], [0.0, 0.0, 0.0], [0.0, 0.0, 0.0], [0.0, 0.0, 0.0], [0.0, 0.0, 0.0], [0.0, 0.0, 0.0], [0.0, 0.0, 0.0], [0.0, 0.0, 0.0], [0.0, 0.0, 0.0], [0.0, 0.0, 0.0], [0.0, 0.0, 0.0], [0.0, 0.0, 0.0], [0.0, 0.0, 0.0], [0.0, 0.0, 0.0], [0.0, 0.0, 0.0], [0.0, 0.0, 0.0], [0.0, 0.0, 0.0], [0.0, 0.0, 0.0], [0.0, 0.0, -0.1]]}

=====

{"formula": "C41H37F5IrNO5PSTe2", "method": "ωB97M-V/def2-TZVPD", "spin_multiplicity": 2, "total_energy_ev": -105982.57372, "lumo_ev": [-0.193, -1.974], "de_lowest_ev": 0.753, "homo_lumo_gap_ev": [7.8, 6.9], "s2": 0.7562, "symbols": ["Ir", "O", "S", "O", "O", "C", "C", "C", "C", "C", "C", "P", "C", "C", "C", "C", "C", "C", "C", "C", "C", "C", "C", "C", "H", "H", "H", "H", "H", "H", "H", "H", "H", "H", "H", "H", "H", "H", "F", "Te", "F", "F", "F", "F", "O", "C", "C", "C", "C", "C", "C", "Te", "N", "C", "O", "C", "C", "C", "C", "C", "C", "C", "C", "C", "C", "C", "C", "C", "C", "C", "C", "H", "H", "H", "H", "H", "H", "H", "H", "H", "H", "H", "H", "H", "H", "H", "H", "H", "H", "H", "H", "H", "H", "H"], "coordinates": [[-0.064, 0.148, -0.528], [-0.675, 1.342, -4.476], [-0.027, 1.026, -3.247], [0.480, -0.336, -3.030], [-0.832, 1.379, -2.035], [1.369, 2.138, -3.123], [1.541, 3.066, -4.138], [2.551, 4.013, -4.047], [3.378, 4.044, -2.937], [3.208, 3.115, -1.921], [2.211, 2.148, -2.008], [2.032, 0.844, -0.764], [2.876, 1.457, 0.720], [3.931, 0.754, 1.299], [4.539, 1.231, 2.453], [4.098, 2.412, 3.031], [3.040, 3.111, 2.464], [2.424, 2.634, 1.317], [3.106, -0.482, -1.392], [4.367, -0.179, -1.903], [5.196, -1.191, -2.358], [4.768, -2.511, -2.314], [3.506, -2.817, -1.825], [2.676, -1.805, -1.366], [0.869, 3.041, -4.983], [2.680, 4.736, -4.842], [4.159, 4.789, -2.858], [3.855, 3.141, -1.053], [4.287, -0.162, 0.843], [5.357, 0.679, 2.897], [4.575, 2.788, 3.926], [2.693, 4.030, 2.918], [1.592, 3.173, 0.881], [4.699, 0.851, -1.952], [6.173, -0.950, -2.755], [5.413, -3.300, -2.677], [3.161, -3.843, -1.814], [1.679, -2.040, -1.015], [-4.321, -1.071, 0.382], [-3.511, -0.968, -1.292], [-5.228, -1.105, -1.984], [-3.483, -2.833, -1.341], [-3.792, 0.864, -1.293], [-2.948, -0.934, -3.059], [-1.847, -0.919, -0.609], [5.469, -4.061, 7.146], [4.645, -3.667, 5.951], [4.436, -4.552, 4.901], [3.668, -4.207, 3.795], [3.481, -5.208, 2.686], [3.089, -2.933, 3.756], [1.919, -2.417, 2.031], [0.301, -0.835, 1.244], [-0.101, 0.198, 1.905], [-0.370, 1.222, 1.116], [-0.343, 0.329, 3.353], [-0.894, -0.741, 4.049], [-1.123, -0.634, 5.412], [-0.802, 0.541, 6.078], [-0.272, 1.618, 5.378], [-0.054, 1.519, 4.013], [0.319, -3.662, 2.597], [0.130, -3.951, 3.945], [-0.950, -4.723, 4.342], [-1.838, -5.196, 3.387], [-1.638, -4.909, 2.046], [-0.555, -4.144, 1.618], [-0.368, -3.859, 0.154], [3.287, -2.017, 4.793], [2.659, -0.649, 4.814], [4.069, -2.407, 5.876], [5.957, -5.022, 6.991], [4.844, -4.140, 8.037], [6.240, -3.316, 7.353], [4.889, -5.536, 4.938], [4.072, -6.103, 2.874], [3.792, -4.798, 1.721], [2.435, -5.508, 2.594], [-1.164, -1.640, 3.511], [-1.561, -1.464, 5.951], [-0.981, 0.626, 7.143], [-0.039, 2.539, 5.896], [0.350, 2.353, 3.455], [0.820, -3.569, 4.688], [-1.097, -4.946, 5.390], [-2.691, -5.792, 3.686], [-2.335, -5.279, 1.304], [-1.074, -4.431, -0.445], [0.644, -4.116, -0.169], [-0.556, -2.803, -0.054], [2.525, -0.234, 3.815], [3.279, 0.048, 5.378], [1.675, -0.679, 5.288], [4.227, -1.700, 6.685]], "atomic_forces_ev_per_a": [[0.2, 0.3, -0.8], [0.0, -0.3, 0.0], [0.1, 0.3, -0.1], [-0.1, -0.1, 0.4], [-0.1, 0.2, 0.0], [0.0, 0.1, -0.1], [0.0, 0.0, 0.0], [0.0, 0.0, 0.0], [0.0, 0.0, 0.0], [0.0, 0.0, 0.0], [0.0, 0.0, 0.0], [0.1, -0.1, 0.2], [0.0, -0.1, 0.0], [0.0, 0.1, 0.0], [0.0, 0.0, 0.0], [0.0, 0.0, 0.0], [0.0, 0.0, 0.0], [0.0, 0.0, 0.0], [0.0, 0.0, 0.0], [0.0, 0.0, 0.0], [0.0, 0.0, 0.0], [0.0, 0.0, 0.0], [0.0, 0.0, 0.0], [0.0, 0.1, -0.1], [0.0, 0.0, 0.0], [0.0, 0.0, 0.0], [0.0, 0.0, 0.0], [0.0, 0.0, 0.0], [0.0, 0.0, 0.0], [0.0, 0.0, 0.0], [0.0, 0.0, 0.0], [0.0, 0.0, 0.0], [0.0, 0.0, 0.0], [0.0, 0.0, 0.0], [0.0, 0.0, 0.0], [0.0, 0.0, 0.0], [0.0, 0.0, 0.0], [0.0, 0.0, 0.0], [0.0, 0.0, 0.0], [-0.2, 0.0, -0.1], [0.0, 0.0, 0.0], [0.0, 0.1, 0.0], [0.0, 0.1, 0.0], [0.0, 0.1, 0.0], [0.2, -0.1, 0.5], [0.0, 0.0, 0.0], [0.0, 0.0, 0.0], [0.0, 0.0, 0.0], [0.0, 0.0, 0.0], [0.0, 0.0, 0.0], [0.0, 0.0, 0.0], [-0.1, 0.0, 0.0], [0.2, -0.2, 0.0], [-0.1, 0.1, 0.1], [-0.2, -0.2, 0.0], [0.0, 0.0, 0.0], [0.0, 0.0, 0.0], [0.0, 0.0, 0.0], [0.0, 0.0, 0.0], [0.0, 0.0, 0.0], [0.0, 0.0, 0.0], [0.0, 0.0, 0.1], [0.0, 0.0, 0.0], [0.0, 0.0, 0.0], [0.0, 0.0, 0.0], [0.0, 0.0, 0.0], [0.0, 0.0, 0.0], [-0.1, 0.0, 0.0], [0.0, 0.0, 0.0], [0.0, 0.0, 0.0], [0.0, 0.0, 0.0], [0.0, 0.0, 0.0], [0.0, 0.0, 0.0], [0.0, 0.0, 0.0], [0.0, 0.0, 0.0], [0.0, 0.0, 0.0], [0.0, 0.0, 0.0], [0.0, 0.0, 0.0], [0.0, 0.0, 0.0], [0.0, 0.0, 0.0], [0.0, 0.0, 0.0], [0.0, 0.0, 0.0], [0.0, 0.0, 0.0], [0.0, 0.0, 0.0], [0.0, 0.0, 0.0], [0.0, 0.0, 0.0], [0.0, 0.0, 0.0], [0.0, 0.0, 0.0], [0.0, 0.0, 0.0], [0.0, 0.0, 0.0], [0.0, 0.0, 0.0], [0.0, 0.0, 0.0], [0.0, 0.0, 0.0], [0.0, 0.0, 0.0]]}

=====

{"formula": "C4H10NO", "method": "ωB97M-V/def2-TZVPD", "total_charge": 2, "spin_multiplicity": 2, "total_energy_ev": -7823.84660, "lumo_ev": [-11.714, -15.349], "de_lowest_ev": 3.294, "homo_lumo_gap_ev": [8.1, 4.5], "s2": 0.7583, "symbols": ["O", "C", "C", "N", "C", "C", "H", "H", "H", "H", "H", "H", "H", "H", "H", "H"], "coordinates": [[-2.996, 0.522, -0.037], [-2.175, 1.421, -0.085], [-0.716, 1.145, -0.285], [-0.494, -0.223, 0.374], [0.607, -0.978, -0.227], [1.991, -0.960, 0.298], [-2.589, 2.445, 0.051], [-0.361, 1.149, -1.361], [-0.013, 1.835, 0.109], [-1.450, -0.705, 0.385], [-0.128, -0.012, 1.367], [0.470, -0.597, -1.278], [0.181, -2.008, -0.316], [2.657, -1.757, -0.190], [2.363, -1.061, 1.390], [2.654, -0.218, -0.194]], "atomic_forces_ev_per_a": [[0.8, 1.3, 0.0], [-1.3, -0.4, -0.4], [0.9, -1.7, -0.5], [-0.6, 2.1, 2.7], [-1.0, -2.4, -3.3], [4.2, -0.3, 0.1], [-0.1, 0.3, -0.1], [-1.2, -0.3, 0.5], [0.1, 1.1, 1.0], [2.0, 0.0, 0.3], [-1.4, -0.5, -1.1], [1.3, -0.8, 0.5], [0.6, 0.5, 0.3], [-1.8, 0.0, 0.6], [-1.6, 0.3, -1.5], [-0.9, 0.8, 0.7]]}

=====

{"formula": "C4H9NS", "method": "ωB97M-V/def2-TZVPD", "total_energy_ev": -16617.40054, "lumo_ev": 0.751, "de_lowest_ev": 2.054, "homo_lumo_gap_ev": 9.0, "symbols": ["C", "C", "C", "C", "N", "S", "H", "H", "H", "H", "H", "H", "H", "H", "H"], "coordinates": [[-0.648, 1.113, -0.175], [0.086, -0.091, 1.902], [1.501, 0.179, -0.245], [0.234, 0.413, 0.492], [-1.288, 1.973, -0.710], [-0.926, -1.517, -2.258], [-1.865, -2.299, -1.786], [1.104, -0.376, 2.239], [-0.467, -1.015, 1.806], [-0.436, 0.544, 2.582], [2.342, 0.913, -0.103], [1.337, 0.095, -1.301], [1.912, -0.840, 0.075], [-2.051, 1.770, -1.342], [-0.835, -0.864, -1.173]], "atomic_forces_ev_per_a": [[0.8, -0.6, 1.5], [0.9, -1.0, -1.0], [2.0, -1.7, 0.5], [0.0, 1.0, 0.1], [-1.1, 1.6, -0.8], [0.3, -0.9, -2.4], [-0.6, -0.5, 0.3], [-0.7, 0.4, 0.2], [-0.2, -0.5, 0.4], [-0.1, 0.6, 0.4], [-1.0, -0.4, 0.2], [0.0, 0.1, -0.6], [-0.4, 1.2, -0.5], [-0.1, -0.4, -0.1], [0.2, 1.1, 2.0]]}

=====

{"formula": "C31H27N2O3SSc", "method": "ωB97M-V/def2-TZVPD", "total_charge": 2, "total_energy_ev": -73231.65214, "lumo_ev": -6.903, "de_lowest_ev": 0.000, "homo_lumo_gap_ev": 6.4, "symbols": ["Sc", "C", "O", "C", "C", "C", "C", "C", "C", "N", "N", "C", "C", "O", "C", "C", "C", "C", "C", "C", "C", "C", "H", "H", "H", "H", "H", "H", "H", "H", "H", "H", "H", "H", "H", "O", "S", "C", "C", "C", "C", "C", "C", "C", "C", "C", "C", "C", "C", "C", "C", "H", "H", "H", "H", "H", "H", "H", "H", "H", "H", "H", "H", "H", "H"], "coordinates": [[1.059, 0.689, 0.017], [2.748, 2.867, 1.840], [1.999, 1.630, 1.715], [1.940, 0.786, 2.848], [2.013, 1.269, 4.138], [1.938, 0.354, 5.181], [1.785, -1.003, 4.927], [1.702, -1.475, 3.630], [1.777, -0.573, 2.574], [1.689, -0.910, 1.202], [1.663, -2.141, 0.889], [1.639, -2.516, -0.414], [1.871, -1.635, -1.509], [1.967, -0.318, -1.344], [2.042, -2.149, -2.806], [1.932, -3.494, -3.026], [1.661, -4.414, -1.983], [1.546, -5.795, -2.254], [1.301, -6.678, -1.238], [1.166, -6.205, 0.075], [1.270, -4.865, 0.365], [1.523, -3.940, -0.659], [3.706, 2.655, 2.309], [2.177, 3.590, 2.418], [2.904, 3.244, 0.831], [2.138, 2.323, 4.338], [2.003, 0.706, 6.200], [1.733, -1.700, 5.751], [1.588, -2.529, 3.423], [2.261, -1.454, -3.604], [2.057, -3.883, -4.030], [1.658, -6.137, -3.275], [1.214, -7.737, -1.440], [0.976, -6.907, 0.876], [1.159, -4.526, 1.384], [-0.845, 0.266, 0.359], [-2.169, -0.400, -0.080], [-2.026, -0.477, -1.884], [-1.958, 0.829, -2.609], [-3.073, 1.255, -3.328], [-3.053, 2.454, -4.027], [-1.913, 3.242, -4.023], [-0.794, 2.830, -3.314], [-0.822, 1.635, -2.611], [-3.415, 0.938, 0.202], [-2.756, 2.183, 0.709], [-2.465, 3.238, -0.151], [-1.808, 4.363, 0.328], [-1.441, 4.439, 1.665], [-1.741, 3.393, 2.528], [-2.397, 2.268, 2.051], [-2.899, -1.059, -2.191], [-1.152, -1.117, -2.044], [-3.960, 0.634, -3.363], [-3.927, 2.761, -4.586], [-1.892, 4.169, -4.581], [0.102, 3.437, -3.317], [0.096, 1.360, -2.085], [-4.108, 0.505, 0.921], [-3.933, 1.094, -0.745], [-2.771, 3.193, -1.189], [-1.609, 5.192, -0.338], [-0.953, 5.328, 2.043], [-1.486, 3.465, 3.577], [-2.640, 1.459, 2.731]], "atomic_forces_ev_per_a": [[0.1, -0.1, 0.2], [0.0, 0.1, 0.0], [-0.1, -0.1, -0.2], [0.0, -0.1, 0.1], [0.0, -0.1, -0.1], [0.0, 0.0, 0.0], [0.0, 0.0, 0.0], [0.0, 0.1, -0.1], [0.1, 0.0, 0.2], [-0.2, 0.0, 0.0], [0.1, 0.1, -0.2], [0.0, 0.1, 0.1], [0.1, 0.1, -0.2], [-0.5, 0.1, 0.4], [0.0, -0.1, 0.1], [0.0, 0.1, 0.0], [0.0, -0.1, 0.1], [0.0, 0.0, 0.0], [0.0, 0.0, 0.0], [0.0, 0.0, 0.0], [0.0, 0.0, 0.0], [0.0, -0.1, -0.1], [0.0, 0.0, 0.0], [0.0, 0.0, 0.0], [0.0, 0.0, 0.0], [0.0, 0.0, 0.0], [0.0, 0.0, 0.0], [0.0, 0.0, 0.0], [0.0, 0.0, 0.0], [0.0, 0.0, 0.0], [0.0, 0.0, 0.0], [0.0, 0.0, 0.0], [0.0, 0.0, 0.0], [0.0, 0.0, 0.0], [0.0, 0.0, 0.0], [0.5, 0.0, -0.3], [-0.2, 0.0, 0.0], [-0.1, -0.1, 0.0], [0.0, 0.1, 0.0], [0.0, 0.0, 0.0], [0.0, 0.0, 0.0], [0.0, 0.0, 0.0], [0.0, 0.0, 0.1], [0.1, 0.2, 0.0], [0.0, 0.0, -0.1], [0.0, 0.0, 0.0], [0.0, -0.1, 0.0], [0.0, 0.0, 0.0], [0.0, 0.0, 0.0], [0.0, 0.0, 0.0], [0.0, 0.1, 0.0], [0.0, 0.0, 0.0], [0.0, 0.0, 0.0], [0.0, 0.0, 0.0], [0.0, 0.0, 0.0], [0.0, 0.0, 0.0], [0.0, 0.0, 0.0], [-0.1, -0.3, -0.3], [0.0, 0.0, 0.0], [0.0, 0.0, 0.0], [0.0, 0.0, 0.0], [0.0, 0.0, 0.0], [0.0, 0.0, 0.0], [0.0, 0.0, 0.0], [0.0, 0.0, 0.0]]}

=====

{"formula": "C5H8N2", "method": "ωB97M-V/def2-TZVPD", "total_energy_ev": -8293.44260, "lumo_ev": 0.690, "de_lowest_ev": 1.554, "homo_lumo_gap_ev": 10.4, "symbols": ["C", "C", "C", "C", "N", "C", "N", "H", "H", "H", "H", "H", "H", "H", "H"], "coordinates": [[-1.298, 0.998, -0.694], [-0.021, 0.698, 0.037], [1.176, 0.994, -0.451], [1.042, -1.894, -0.082], [2.001, -2.060, -0.742], [-0.118, -0.241, 1.218], [-0.028, -1.623, 0.676], [-1.594, 2.028, -0.463], [-1.156, 0.912, -1.777], [-2.127, 0.340, -0.398], [2.086, 0.869, 0.122], [1.299, 1.323, -1.509], [-1.062, -0.162, 1.771], [0.699, -0.126, 1.935], [-0.898, -2.057, 0.359]], "atomic_forces_ev_per_a": [[-0.1, 0.0, -0.2], [0.0, -0.3, 0.2], [0.2, 0.5, -1.0], [1.7, -0.3, -1.4], [-2.0, 0.2, 1.5], [0.0, 0.2, 0.0], [-0.4, -0.5, 0.1], [-0.1, -0.2, -0.1], [-0.1, 0.1, 0.2], [0.2, 0.1, -0.1], [0.0, -0.3, -0.1], [-0.1, 0.1, 1.1], [0.2, -0.1, -0.2], [0.0, 0.1, -0.2], [0.6, 0.3, 0.2]]}